ORCA calculation (wB97M-V/def2-TZVPD) on a molecular structure, C35H35Cl3CoN4O8S in a non-equilibrium geometry.

* relative energy (zero: lowest compared OMol25 entry of this formula, charge and spin): 31.7 kcal/mol
* calculated total energy: -145232.234 eV
* multiplicity: 5
* max |F|: 0.0759 hartree/bohr
* molecular weight: 837.044 g/mol
* total charge: -1
* HOMO (alpha / beta): -3.576 / -5.333 eV

The geometry in XYZ format:
```
87
Properties=species:S:1:pos:R:3:forces:R:3
O -23.44562 -2.56091 -8.69441 0.119 -0.156 -0.271
C -22.89374 2.83974 -8.00991 -0.754 -0.874 2.479
H -23.32334 4.49245 -10.62376 -1.540 -0.423 0.577
H -17.04637 2.98967 -10.93679 -0.673 -0.214 0.916
H -15.50873 0.84593 -13.56202 -0.312 0.653 -0.460
C -21.91956 5.87359 -11.39766 -0.729 -1.659 0.692
H -26.30615 3.96843 -9.60807 0.874 -0.177 0.474
C -24.89481 2.33785 -9.27991 -0.257 -0.408 -0.894
H -17.88596 4.29164 -10.22618 -0.821 -0.115 -0.140
C -20.69999 6.08805 -11.90815 2.932 -1.347 -0.829
O -23.42530 1.59296 -4.89103 0.544 -0.674 -0.322
C -21.04180 -1.33428 -7.39713 0.205 1.528 1.518
H -25.09901 5.45137 -8.18520 0.464 0.194 0.701
Cl -22.92899 7.21773 -11.25829 -1.183 1.031 0.237
C -20.01001 2.55679 -2.48536 -0.363 0.754 0.390
H -21.83639 2.47424 -10.87989 0.861 1.558 -0.039
C -20.83123 1.43035 -1.86046 -0.275 0.242 -0.769
C -22.35653 4.58830 -10.99619 2.213 0.335 -0.948
C -25.35948 3.65999 -9.11962 0.538 0.094 0.762
C -17.98393 3.20601 -10.34513 1.886 -0.073 -1.106
O -22.07727 4.50585 -5.75155 -0.573 0.097 0.045
C -21.45844 3.52513 -11.10412 -0.377 0.207 -0.302
C -19.75702 5.02525 -11.98848 -1.217 0.818 -0.400
N -17.90884 2.60279 -9.02353 0.160 -0.037 -0.443
Cl -18.21242 5.32037 -12.77686 -0.452 0.042 0.480
C -17.19826 0.34665 -12.13987 1.072 -1.248 2.512
C -16.74979 2.39877 -8.28380 -0.460 -0.037 -1.154
C -22.50070 -0.31288 -6.02358 0.568 -0.063 0.043
H -21.90096 1.65270 -1.95590 0.185 0.095 0.247
C -23.67993 1.90716 -8.74617 -1.018 3.000 -0.442
H -15.74724 2.48221 -8.64423 0.131 0.437 -0.382
O -25.72169 1.57494 -10.06820 0.443 -0.790 0.490
C -20.55641 3.84870 -1.75464 1.530 0.642 0.681
O -18.61301 2.23212 -12.56474 -0.099 -0.269 0.220
C -22.36184 -1.34013 -7.01150 -0.616 0.961 0.353
O -24.72870 -0.14076 -5.24567 -0.927 -0.819 0.186
C -25.32638 0.18842 -10.31867 -0.885 0.958 0.698
N -21.32932 0.20181 -5.78522 1.235 0.881 -0.399
H -24.63060 -1.24706 -6.15053 -0.213 -0.006 -0.126
S -15.59631 -0.79892 -10.39762 -0.645 0.570 0.247
C -23.49503 4.08421 -7.59833 1.045 -1.111 -0.646
H -13.94250 0.05179 -11.77089 1.792 -0.045 -0.602
H -20.52967 1.31668 -0.84132 -0.137 -0.124 0.936
H -20.21597 4.00395 -0.66336 -0.455 -0.549 -1.499
H -25.34104 -0.41956 -9.38971 0.361 0.457 -0.477
C -17.17044 1.82770 -7.14956 1.444 -0.545 1.679
O -24.63305 -1.89096 -6.96379 -0.674 -0.276 -0.029
H -19.59550 1.82173 -10.74532 0.185 0.640 -0.576
H -19.52971 0.02752 -6.61842 1.043 0.505 -0.147
Co -21.66490 2.49197 -5.32636 0.499 -0.149 -0.065
H -18.38711 2.19039 -1.02221 0.050 0.318 -1.429
H -23.94476 6.62021 -6.05723 -0.283 0.081 0.551
H -18.50500 0.59239 -13.86197 0.395 0.655 1.521
C -14.97472 -0.04478 -11.78014 0.509 -0.474 0.899
H -23.32554 6.87142 -7.60415 0.172 -0.516 -0.563
H -20.24033 4.71225 -2.30161 1.227 0.734 -0.325
C -20.12628 3.77681 -11.56506 -0.492 -1.717 1.504
H -18.17158 1.42737 -2.60858 0.237 -0.403 -0.373
C -15.86106 0.49408 -12.61844 -0.842 -0.302 -0.187
C -24.62653 4.47452 -8.23977 -3.133 0.391 -2.295
Cl -18.51731 -0.62645 -9.93100 -0.523 -0.365 0.518
C -18.44518 0.81937 -12.73518 -1.380 0.052 -1.672
H -23.27844 0.97416 -8.88620 0.733 -2.215 -0.313
H -20.34641 7.02030 -12.26398 -0.106 0.949 -0.175
H -20.71156 0.48990 -2.35439 0.400 -0.746 -0.461
H -21.59299 4.11552 -1.83274 -1.102 -1.128 0.197
C -19.10883 2.67425 -11.28073 -0.335 0.009 -0.257
C -18.48439 2.35370 -2.15968 -0.293 0.480 2.132
C -20.15346 2.67739 -4.00156 1.253 0.652 0.722
H -19.15050 3.15196 -4.22792 -1.117 -0.251 -0.771
C -23.51528 -1.98261 -7.62732 0.017 -0.734 -0.491
N -18.50999 1.69337 -7.11432 -0.783 -0.275 0.194
H -19.31512 0.25949 -12.33809 0.358 0.367 0.126
H -17.74248 3.16360 -2.44664 -1.257 -0.701 0.133
H -20.51082 -1.92425 -8.10794 0.178 -0.181 -0.300
N -20.44208 -0.36470 -6.61102 -2.123 -1.686 -0.120
O -21.80394 2.46283 -7.44337 0.405 -0.379 -0.674
C -22.87536 4.89973 -6.61359 1.164 0.570 -0.201
H -26.10286 -0.21080 -10.97781 0.291 0.149 -0.011
C -23.63514 0.41386 -5.32180 0.270 0.995 0.005
H -22.23819 6.85035 -6.24638 0.723 0.368 0.486
C -17.15148 -0.27152 -10.85977 -0.332 0.535 -2.313
H -24.36658 0.24776 -10.80791 0.381 -0.570 -0.089
C -18.94461 2.17956 -8.25467 0.470 -0.271 -0.100
H -19.97384 2.13787 -8.57394 -0.109 0.326 0.108
H -16.47768 1.49403 -6.36071 -0.785 0.134 -0.266
C -23.08882 6.37563 -6.67045 -0.911 0.639 0.193
```
Forces are in eV/Å.

These are the Löwdin partial charges, in e, on atoms 1 to 6: 0.057 -0.335 0.066 0.140 0.113 -0.706

***

ORCA calculation (wB97M-V/def2-TZVPD) on C6H8S in the gas phase in a non-equilibrium geometry.

* relative energy (zero: lowest compared OMol25 entry of this formula, charge and spin): 22.2 kcal/mol
* calculated total energy: -17185.508 eV
* max |F|: 0.0458 hartree/bohr
* molecular weight: 112.197 g/mol
* structure (SMILES): C[C@@]12C[C@@H]1C=CS2
* HOMO: -7.888 eV

The geometry in XYZ format:
```
15
Properties=species:S:1:pos:R:3:forces:R:3
H -2.68576 -0.49937 -0.70147 -0.263 0.113 -0.197
H -1.65453 -1.43050 1.36738 -1.356 -0.732 0.278
C -0.75962 0.04240 -0.01303 -0.567 -0.065 0.140
H 2.85921 0.47720 -0.24251 -0.750 -0.287 0.402
H -1.85743 0.74433 -1.72344 -0.330 0.008 0.069
C -0.09837 -1.31796 -0.22134 -0.721 1.401 0.291
H -0.05336 -0.79806 1.85155 0.293 0.077 0.799
S 0.49333 1.33423 0.15708 0.617 -0.589 -0.655
H 1.94958 -1.99377 -0.35395 0.780 -0.440 -0.387
C -2.08037 0.40445 -0.71025 1.301 0.074 0.881
H -2.55680 1.19192 -0.10855 -0.148 -0.201 -0.451
C -0.75838 -0.98345 1.07983 0.921 0.770 -0.440
C 1.81415 0.14065 -0.13664 -1.017 -1.119 -0.322
H -0.60800 -1.96880 -0.87860 -0.228 -0.834 -0.647
C 1.33488 -1.13119 -0.28586 1.469 1.824 0.239
```
Forces are in eV/Å.

These are the Löwdin partial charges, in e, on atoms 1 to 6: 0.079 0.090 -0.690 0.070 0.077 -0.266

***

ORCA calculation (wB97M-V/def2-TZVPD) on a molecular structure, C18H24O6RuSe4SiTe2 in a non-equilibrium geometry.

* relative energy (zero: lowest compared OMol25 entry of this formula, charge and spin): 53.6 kcal/mol
* calculated total energy: -317771.277 eV
* multiplicity: 5
* max |F|: 0.0258 hartree/bohr
* molecular weight: 1036.580 g/mol
* total charge: -2
* HOMO (alpha / beta): -0.804 / -1.546 eV

The geometry in XYZ format:
```
56
Properties=species:S:1:pos:R:3:forces:R:3
Si -0.16859 -2.16479 2.06654 0.024 -0.065 -0.001
H -0.27541 -0.68448 4.06017 -0.077 0.038 0.026
C 1.63168 -0.35057 -5.68371 0.044 -0.107 -0.061
H 4.03690 -1.18112 -4.90258 -0.003 -0.015 -0.020
H 0.82409 -2.13750 -3.66551 0.035 -0.011 0.143
C -1.33466 -3.41810 2.83937 -0.019 -0.008 0.007
H -0.83988 -3.99916 3.62191 0.026 -0.015 0.023
C 2.75320 0.75437 -3.71544 -0.057 0.204 0.049
O -1.44375 2.17109 5.69197 0.002 -0.008 -0.009
C -0.05477 3.40794 4.05232 -0.045 -0.013 0.008
C -1.55235 1.94969 2.13239 -0.037 0.038 -0.013
H 1.32693 -1.15779 -2.28803 0.058 0.028 -0.058
C -0.19734 3.05128 0.25722 -0.013 -0.048 -0.103
Se -3.58944 -0.71389 -2.49877 -0.968 -0.793 0.075
C -2.48405 1.21270 5.50659 -0.046 -0.045 0.054
Te -6.05842 1.86401 -0.23007 -0.036 -0.072 -0.093
Se -3.66235 2.31941 -0.74444 -0.050 0.438 0.478
H 1.70629 -3.81013 1.96998 0.018 -0.001 0.025
H 3.30959 1.21697 -4.53620 -0.029 -0.038 0.005
C -1.61356 -0.53047 -0.02132 0.278 0.239 -0.259
H -2.13406 1.39391 1.41373 0.051 0.008 0.036
C 3.18985 -1.60548 -4.34348 0.144 -0.022 -0.011
H 1.07526 -0.24647 3.02473 0.009 0.010 -0.010
H 3.74422 -1.38601 -2.49799 -0.028 -0.058 0.042
C 2.08907 -0.52988 -4.23480 -0.323 -0.027 0.047
H 2.53929 -0.23986 -6.29850 -0.001 -0.084 -0.027
H -3.41286 1.60436 5.93721 0.010 -0.004 -0.012
H 2.81373 -2.46740 -4.90238 -0.021 0.041 -0.004
C 1.28210 -3.06859 1.28736 0.045 -0.021 -0.006
H 0.50950 3.96287 4.78965 0.017 0.002 0.020
Ru -2.07106 0.72073 -1.42706 -0.206 0.429 0.309
O -2.66084 0.98481 4.12318 0.029 0.002 0.017
C -1.03440 2.51706 4.41865 0.062 0.052 0.000
H -2.18646 -2.89875 3.28184 -0.031 0.010 0.013
C -1.02534 -1.19756 0.81864 -0.316 -0.092 0.054
H 1.11791 -1.27155 -5.99973 -0.036 0.065 0.033
H 0.69048 0.92202 -6.80403 -0.061 -0.007 0.010
C -0.55205 2.84232 1.73009 0.066 -0.100 0.020
H 0.92614 4.23587 2.31621 0.017 -0.012 -0.009
H 3.47719 0.49598 -2.93409 -0.023 0.029 -0.026
H 2.06626 -2.35107 1.03589 0.015 -0.001 -0.034
H -2.19896 0.27595 5.99903 -0.013 0.019 -0.007
H 0.98875 -3.57383 0.36644 -0.031 -0.009 -0.016
C 0.52171 -1.09188 3.43820 0.048 0.045 0.043
C 0.17041 3.55486 2.68226 0.013 -0.003 -0.026
C -1.75855 1.81685 3.48099 -0.025 -0.037 -0.027
H 1.19547 -1.66894 4.07891 0.006 0.001 0.014
O 3.64273 -2.12728 -3.10590 0.059 0.057 0.001
O 0.69793 3.86368 0.01464 0.056 0.129 -0.046
C 0.99085 -1.11215 -3.32426 -0.139 0.043 0.274
Se -0.86776 -0.39119 -3.29504 1.093 0.341 -0.671
Se 1.57980 2.08433 -2.87894 -0.160 -0.279 0.082
O 0.80726 0.78005 -5.86128 0.086 0.104 0.049
O -0.85157 2.40684 -0.62294 0.105 -0.476 -0.286
Te -5.95411 -0.92621 -1.70788 0.382 0.113 -0.087
H -1.72204 -4.10778 2.08827 -0.007 -0.014 -0.033
```
Forces are in eV/Å.

These are the Löwdin partial charges, in e, on atoms 1 to 6: 0.394 0.014 -0.261 0.118 0.052 -0.197

***

ORCA calculation (wB97M-V/def2-TZVPD) on 2 unconnected molecules or ions with the total composition C2H9N2O.

* relative energy (zero: lowest compared OMol25 entry of this formula, charge and spin): 37.7 kcal/mol
* calculated total energy: -7240.720 eV
* max |F|: 0.0180 hartree/bohr
* molecular weight: 77.107 g/mol
* total charge: +1
* HOMO: -12.868 eV

The geometry in XYZ format:
```
14
Properties=species:S:1:pos:R:3:forces:R:3
H 1.31691 -0.21805 2.38931 0.194 0.042 0.267
N -1.39500 -0.01558 -1.01741 -0.442 -0.752 0.245
H -0.55484 -0.23199 -1.57374 0.159 0.458 0.065
H -2.04393 0.58332 -1.52220 0.256 0.092 -0.335
H 1.64517 -1.40797 -2.35982 0.082 0.423 0.678
H -1.85856 1.33162 0.55301 0.510 0.394 0.332
C -0.05351 0.06261 0.94678 0.056 -0.235 -0.170
H 0.27320 -0.86672 0.48933 0.453 0.136 0.086
H 2.10583 -0.07881 -1.71649 -0.080 -0.261 0.052
H -1.87722 -0.92207 -0.93857 -0.032 0.221 0.261
O 1.52842 -0.84367 -1.56581 -0.216 -0.124 -0.889
C -1.07625 0.63676 0.29867 -0.422 -0.417 -0.546
N 0.65424 0.43296 2.02259 -0.512 -0.087 -0.295
H 0.47160 1.28979 2.50489 -0.008 0.111 0.250
```
Forces are in eV/Å.

These are the Löwdin partial charges, in e, on atoms 1 to 6: 0.112 0.156 0.123 0.162 0.080 0.112

***

What is the formula in the fourth record? C2H9N2O

***

The lowest max |F| belongs to which entry? C2H9N2O